[1]
C27H27BrMoN4O3S | the ωB97M-V functional and the def2-TZVPD basis

Last column: Mulliken charge in e.
Element x y z (Å)
Mo: -0.0314 -0.5006 -1.0457  0.738
Br: -6.4552 -2.4881 2.4452  -0.112
C: -4.8162 -2.2338 1.5735  -0.276
C: -3.9820 -3.3345 1.3352  -0.583
C: -2.7748 -3.1816 0.6840  -0.267
C: -2.3928 -1.9102 0.2791  0.392
O: -1.2395 -1.7386 -0.3968  -0.354
C: -3.1935 -0.8021 0.5318  -0.219
C: -2.7470 0.4991 0.1828  0.138
N: -1.5994 0.8246 -0.3428  0.402
C: -1.3729 2.2275 -0.5057  0.693
C: -1.9786 3.2254 0.2149  -0.461
C: -1.7199 4.5751 -0.0871  -1.251
C: -0.8582 4.9104 -1.0916  -0.840
C: -0.1730 3.8990 -1.8011  1.111
C: 0.7602 4.1738 -2.8234  -0.648
C: 1.4028 3.1329 -3.4210  -1.112
C: 1.1554 1.8253 -2.9787  0.242
N: 0.2856 1.5061 -2.0303  0.038
C: -0.4141 2.5504 -1.4736  -0.267
C: -4.4309 -0.9754 1.1768  -0.906
H: -4.2943 -4.3165 1.6643  0.496
H: -2.1291 -4.0278 0.4960  0.188
H: -3.4477 1.3012 0.3919  0.564
H: -2.6455 3.0043 1.0365  0.580
H: -2.2157 5.3453 0.4871  0.455
H: -0.6716 5.9469 -1.3403  0.471
H: 0.9575 5.1985 -3.1121  0.502
H: 2.1239 3.2843 -4.2111  0.454
H: 1.7276 1.0339 -3.4357  0.373
H: -5.0664 -0.1204 1.3682  0.536
O: -0.2849 -7.0763 0.2269  -0.457
C: -0.0244 -5.8491 0.6894  0.724
O: -0.1453 -5.5710 1.8455  -0.499
C: 0.3844 -4.7895 -0.3057  0.524
C: -0.1904 -4.6960 -1.5816  -0.582
C: 0.0859 -3.6207 -2.3900  -1.070
C: 0.9898 -2.6411 -1.9437  0.033
S: 1.2035 -1.1451 -2.8495  -0.411
C: 1.6467 -2.7924 -0.7150  0.208
C: 1.3068 -3.8526 0.1211  -0.878
H: 0.0165 -7.2079 -0.6800  0.368
H: -0.8993 -5.4418 -1.9213  0.395
H: -0.4019 -3.5110 -3.3495  0.485
H: 2.4695 -2.1378 -0.4568  0.872
H: 1.7622 -3.9681 1.0957  0.553
C: 2.9636 1.0302 2.7924  -1.740
C: 2.4591 1.9596 1.6949  1.289
C: 3.4854 2.0957 0.5669  -1.465
C: 2.1306 3.3335 2.2662  -1.528
N: 1.1537 1.4523 1.1906  -0.552
N: 1.2447 0.1581 0.5699  0.195
H: 3.8500 1.4566 3.2603  0.475
H: 3.2562 0.0482 2.4092  0.303
H: 2.2033 0.8964 3.5626  0.427
H: 4.4175 2.5052 0.9549  0.464
H: 3.1215 2.7718 -0.2118  0.263
H: 3.7533 1.1410 0.1003  0.436
H: 3.0358 3.8102 2.6401  0.426
H: 1.4173 3.2497 3.0854  0.395
H: 1.7053 3.9860 1.4978  0.367
H: 0.8151 2.0945 0.4858  0.177
H: 1.0992 -0.5189 1.3218  0.371
H: 2.2064 -0.0044 0.2570  0.355

Output
Kohn-Sham gap (spin up / spin down) = 6.74 / 6.74 eV
Energy relative to the best compared isomer or geometry (same formula, charge and spin) = 116.9 kJ/mol
Total charge = +2
2S+1 = 1
HOMO (spin up / spin down) = -14.1 / -14.1 eV
Lowest unoccupied orbital energy (spin up / spin down) = -7.3 / -7.3 eV



[2]
C6H9N | the ωB97M-V functional and the def2-TZVPD basis

Last column: Mulliken charge in e.
Element x y z (Å)
C: 0.4374 1.4914 0.3344  -0.873
C: -0.7686 1.0995 0.7510  0.734
C: -1.6783 0.1633 -0.0019  -1.113
C: -1.2739 1.6067 2.0064  0.108
N: -1.7004 1.9999 3.0090  -0.437
H: 1.0478 2.1748 0.9163  0.291
H: 0.8412 1.1207 -0.6026  0.312
H: -2.5616 0.6979 -0.3679  0.346
H: -2.0295 -0.6451 0.6484  0.321
H: -1.1501 -0.2747 -0.8525  0.299
C: 1.1500 -1.8602 -0.4812  -0.565
C: 1.8188 -1.2899 -1.4777  -0.487
H: 0.3564 -2.5811 -0.6634  0.278
H: 1.3632 -1.6248 0.5593  0.254
H: 2.6158 -0.5729 -1.2907  0.299
H: 1.6027 -1.5156 -2.5189  0.233

Output
SMILES = C=C(C)C#N.C=C
Kohn-Sham gap = 10.80 eV
Energy relative to the best compared isomer or geometry (same formula, charge and spin) = 192.5 kJ/mol
Total charge = 0
2S+1 = 1
HOMO = -10.1 eV
Lowest unoccupied orbital energy = 0.7 eV



[3]
C4H17N2O2 | the ωB97M-V functional and the def2-TZVPD basis

Last column: Mulliken charge in e.
Element x y z (Å)
C: -0.8134 -2.1111 0.0246  -0.764
N: -0.0463 -3.0951 -0.7349  -0.549
C: -0.4542 -0.7251 -0.4647  -0.260
N: 1.0614 -0.6996 -0.5391  -0.231
C: -1.7959 1.4167 -0.4700  -1.305
C: -0.9871 0.4376 0.3770  -0.580
H: -0.5339 -2.2129 1.0724  0.426
H: -1.8827 -2.2342 -0.0813  0.350
H: 0.1267 -3.9845 -0.2977  0.213
H: -0.4271 -3.2995 -1.6574  0.205
H: -0.7183 -0.6135 -1.5054  0.535
H: 1.3130 -1.6519 -0.8952  0.433
H: 1.3107 0.0433 -1.1789  0.336
H: 1.5239 -0.5868 0.3651  0.376
H: -2.5523 0.8564 -1.0224  0.398
H: -1.1608 1.9158 -1.1963  0.322
H: -2.3482 2.1753 0.0673  0.362
H: -0.1627 0.8959 0.9073  0.384
H: -1.6424 0.0133 1.1524  0.324
H: 4.5302 -0.4314 0.0739  0.328
H: 3.9611 0.9183 -0.3504  0.322
O: 3.7213 0.1092 0.1182  -0.632
H: -0.7040 4.7456 1.4325  0.320
H: -0.8541 4.1348 2.8349  0.322
O: -0.4647 3.9834 1.9681  -0.635

Output
Kohn-Sham gap = 11.16 eV
Energy relative to the best compared isomer or geometry (same formula, charge and spin) = 57.6 kJ/mol
Total charge = +1
2S+1 = 1
HOMO = -13.9 eV
Lowest unoccupied orbital energy = -2.8 eV



[4]
C12H18N6O2PPdS2 | the ωB97M-V functional and the def2-TZVPD basis

Last column: Mulliken charge in e.
Element x y z (Å)
Pd: -0.1142 -0.4148 0.7177  0.251
C: -2.0881 -3.5165 -4.5478  -1.132
C: -1.4524 -4.1668 -3.3549  -0.130
O: -1.6532 -3.2618 -2.1707  -0.223
P: -0.6187 -2.7858 -1.1540  1.087
S: -1.4570 -2.2559 0.6336  -0.173
S: 0.2078 -0.9331 -1.4726  -0.289
O: 0.4498 -3.9030 -1.0694  -0.302
C: 1.6589 -3.9191 -0.2293  -0.212
C: 1.4483 -4.8407 0.9422  -1.095
H: -1.9697 -4.1833 -5.4027  0.374
H: -1.6081 -2.5691 -4.7896  0.306
H: -3.1521 -3.3550 -4.3867  0.319
H: -0.3832 -4.3283 -3.4677  0.339
H: -1.9363 -5.0939 -3.0628  0.304
H: 1.8829 -2.8915 0.0643  0.275
H: 2.4444 -4.2648 -0.8954  0.301
H: 0.6768 -4.4676 1.6164  0.259
H: 2.3841 -4.9300 1.4948  0.390
H: 1.1652 -5.8351 0.6017  0.361
N: -1.8249 1.7540 -1.3064  -0.183
C: -1.7068 2.2137 -0.0660  0.594
N: -2.2670 3.3775 0.2131  -0.657
C: -2.1689 3.8149 1.4664  0.488
N: -2.6909 4.9853 1.7782  -0.279
N: -1.5704 3.1153 2.4786  -0.541
C: -1.0358 1.9934 2.1317  -0.204
N: -1.0191 1.4838 0.8686  -0.166
C: -0.3957 1.1587 3.1702  0.864
C: -0.2880 1.5502 4.4882  -0.373
C: 0.3211 0.6876 5.3891  -0.402
C: 0.8013 -0.5351 4.9451  -0.834
C: 0.6546 -0.8623 3.6094  0.047
N: 0.0709 -0.0268 2.7466  0.040
H: -2.3224 2.3286 -1.9678  0.267
H: -1.4427 0.8733 -1.6024  -0.041
H: -3.1463 5.5373 1.0695  0.264
H: -2.6323 5.3271 2.7229  0.257
H: -0.6799 2.5125 4.7841  0.535
H: 0.4183 0.9678 6.4292  0.458
H: 1.2816 -1.2313 5.6173  0.438
H: 1.0072 -1.8064 3.2145  0.420

Output
Kohn-Sham gap (spin up / spin down) = 7.04 / 6.31 eV
Energy relative to the best compared isomer or geometry (same formula, charge and spin) = 0.0 kJ/mol
Total charge = +2
2S+1 = 2
HOMO (spin up / spin down) = -15.7 / -15.7 eV
Lowest unoccupied orbital energy (spin up / spin down) = -8.7 / -9.4 eV



[5]
C6H10O | the ωB97M-V functional and the def2-TZVPD basis

Last column: Mulliken charge in e.
Element x y z (Å)
C: -2.1532 -0.9093 0.3586  -0.801
C: -1.3916 0.1486 0.0083  0.518
C: -2.0225 1.3785 -0.5251  -1.209
C: 0.0919 0.2251 0.3001  -0.680
C: 1.0895 -0.5535 -0.3025  0.025
C: 2.4086 -0.2696 0.3566  -0.442
O: 3.5128 -1.1686 -0.2739  -0.532
H: -3.1265 -0.9685 -0.1302  0.240
H: -1.8044 -1.6427 1.0822  0.294
H: -1.3183 1.7595 -1.3012  0.307
H: -1.8873 2.1614 0.2085  0.291
H: -3.0476 1.2820 -0.8516  0.398
H: 0.3273 1.0203 0.9674  0.431
H: 1.1727 -0.8205 -1.3980  0.295
H: 2.2651 -0.3157 1.4777  0.275
H: 2.6636 0.7711 0.1581  0.290
H: 3.2199 -2.0981 -0.1349  0.301

Output
SMILES = C=C(C)/C=C/CO
Kohn-Sham gap = 9.47 eV
Energy relative to the best compared isomer or geometry (same formula, charge and spin) = 264.4 kJ/mol
Total charge = 0
2S+1 = 1
HOMO = -8.9 eV
Lowest unoccupied orbital energy = 0.6 eV



[6]
C24H52NO10PS | the ωB97M-V functional and the def2-TZVPD basis

Last column: Mulliken charge in e.
Element x y z (Å)
C: -2.2812 2.4458 -2.3283  -0.625
C: -2.2087 0.8498 -2.7134  0.325
C: -1.0667 0.4638 -3.8271  -0.600
C: 0.1385 1.5637 -3.9944  -0.731
O: 0.8622 1.8116 -2.7220  -0.120
P: 1.5294 3.4194 -2.6852  0.526
S: 2.3953 5.4246 -2.7172  -0.427
C: 2.8736 2.8669 -1.4243  -0.680
C: 2.9218 1.2518 -1.1478  0.361
O: 3.7560 0.5279 -1.9427  -0.647
N: 2.1764 0.4934 -0.0727  0.049
C: 1.4452 1.3994 0.8929  -0.623
C: 1.2867 -0.5993 -0.6320  -0.057
H: -1.4791 2.6548 -1.4818  -0.061
H: -2.0326 3.1665 -3.2236  0.132
H: -3.3258 2.7937 -1.9041  0.345
H: -3.2714 0.5460 -3.1484  0.388
H: -2.1060 0.2297 -1.6988  -0.451
H: -1.6031 0.2613 -4.8575  0.286
H: -0.5722 -0.5610 -3.4842  0.196
H: 0.9629 1.2215 -4.7751  0.224
H: -0.2515 2.6261 -4.3576  0.446
H: 1.8479 3.3366 -4.1108  0.094
H: 0.3067 4.0041 -2.1720  -0.045
H: 1.7259 6.2271 -1.7382  0.165
H: 2.7967 3.5364 -0.4677  0.397
H: 3.9172 3.1468 -1.9324  0.424
H: 2.0248 2.3686 1.2032  0.300
H: 0.3416 1.5999 0.5114  0.117
H: 1.3108 0.7688 1.8979  0.233
H: 0.2071 -0.1791 -0.8002  -0.159
H: 1.2349 -1.4728 0.1784  -0.097
H: 1.7435 -1.1207 -1.6036  0.282
C: -1.4323 10.5708 -4.8451  -0.926
C: -0.1558 9.8125 -4.5413  -0.382
O: -0.0840 9.4667 -3.1453  -0.352
C: -0.6593 8.3757 -2.5968  0.702
C: -1.6625 7.6006 -3.3984  -0.599
O: -0.4239 8.0653 -1.4317  -0.586
H: -2.3195 9.9662 -4.6420  0.275
H: -1.4569 10.8794 -5.8945  0.345
H: -1.5070 11.4623 -4.2134  0.293
H: -0.0281 8.9284 -5.1718  0.336
H: 0.7034 10.4619 -4.7428  0.309
H: -2.6682 7.9444 -3.1474  0.260
H: -1.5677 6.5385 -3.1411  0.014
H: -1.5114 7.6638 -4.4745  0.319
C: 5.1192 -5.6916 1.0011  -1.000
C: 4.2761 -4.5817 0.4061  -0.381
O: 2.9077 -4.6864 0.8422  -0.362
C: 2.4348 -4.1888 2.0045  0.902
C: 3.4078 -3.7326 3.0508  -1.117
O: 1.2281 -4.1805 2.2346  -0.583
H: 5.1490 -5.6359 2.0919  0.276
H: 6.1449 -5.6409 0.6240  0.356
H: 4.6979 -6.6700 0.7468  0.296
H: 4.6789 -3.5864 0.6131  0.323
H: 4.2613 -4.6880 -0.6842  0.333
H: 3.5800 -4.5435 3.7616  0.269
H: 2.9742 -2.8741 3.5784  0.311
H: 4.3593 -3.3891 2.6490  0.402
C: -2.5895 -3.6356 1.3000  -0.723
C: -2.2830 -2.1547 1.2007  -0.259
O: -2.8340 -1.5963 -0.0069  -0.346
C: -4.1067 -1.1666 -0.1398  0.849
C: -5.1092 -1.5205 0.9182  -1.139
O: -4.4585 -0.5606 -1.1489  -0.552
H: -3.6649 -3.8232 1.3486  0.296
H: -2.1226 -4.0670 2.1904  0.202
H: -2.2171 -4.1633 0.4156  0.311
H: -2.6138 -1.5938 2.0790  0.343
H: -1.1979 -2.0168 1.1372  0.116
H: -5.6496 -2.4203 0.6169  0.273
H: -5.8173 -0.6888 1.0186  0.324
H: -4.6756 -1.6668 1.9058  0.377
C: 0.0365 -6.3642 7.5315  -0.903
C: -1.2753 -6.8286 6.9312  -0.419
O: -1.8026 -5.8422 6.0243  -0.366
C: -1.4473 -5.7280 4.7270  0.609
C: -0.2434 -6.4741 4.2333  -0.723
O: -2.0533 -4.9651 3.9789  -0.529
H: 0.8034 -6.2229 6.7661  0.238
H: 0.4055 -7.0913 8.2608  0.347
H: -0.0923 -5.3980 8.0307  0.296
H: -1.1969 -7.8055 6.4464  0.370
H: -2.0160 -6.9396 7.7309  0.290
H: 0.6277 -5.8163 4.2668  0.023
H: -0.4258 -6.7816 3.1963  0.331
H: -0.0336 -7.3884 4.7854  0.363

Output
SMILES = CCCCO[PH2](S)CC(=O)N(C)C.CCOC(C)=O.CCOC(C)=O.CCOC(C)=O.CCOC(C)=O
Kohn-Sham gap = 9.21 eV
Total charge = 0
2S+1 = 1
HOMO = -8.7 eV
Lowest unoccupied orbital energy = 0.5 eV



Repeat the fifth record exactly.
C6H10O | the ωB97M-V functional and the def2-TZVPD basis

Last column: Mulliken charge in e.
Element x y z (Å)
C: -2.1532 -0.9093 0.3586  -0.801
C: -1.3916 0.1486 0.0083  0.518
C: -2.0225 1.3785 -0.5251  -1.209
C: 0.0919 0.2251 0.3001  -0.680
C: 1.0895 -0.5535 -0.3025  0.025
C: 2.4086 -0.2696 0.3566  -0.442
O: 3.5128 -1.1686 -0.2739  -0.532
H: -3.1265 -0.9685 -0.1302  0.240
H: -1.8044 -1.6427 1.0822  0.294
H: -1.3183 1.7595 -1.3012  0.307
H: -1.8873 2.1614 0.2085  0.291
H: -3.0476 1.2820 -0.8516  0.398
H: 0.3273 1.0203 0.9674  0.431
H: 1.1727 -0.8205 -1.3980  0.295
H: 2.2651 -0.3157 1.4777  0.275
H: 2.6636 0.7711 0.1581  0.290
H: 3.2199 -2.0981 -0.1349  0.301

Output
SMILES = C=C(C)/C=C/CO
Kohn-Sham gap = 9.47 eV
Energy relative to the best compared isomer or geometry (same formula, charge and spin) = 264.4 kJ/mol
Total charge = 0
2S+1 = 1
HOMO = -8.9 eV
Lowest unoccupied orbital energy = 0.6 eV



Number 6 is which compound? C24H52NO10PS